Entry 1
Computed, not measured: C5H14N as an isolated structure, with ωB97M-V/def2-TZVPD.

```
! RIJCOSX wB97M-V def2-TZVPD def2/J DEFGRID3
* xyz 1 1
N 0.398 -0.634 -2.074
C 0.546 0.628 0.120
C -1.894 1.193 0.592
C 0.017 -0.459 -0.714
C 1.911 0.288 0.910
C -0.727 0.260 0.773
H 2.384 0.965 1.618
H 0.100 0.026 -2.732
H 0.262 -1.567 -2.332
H -1.784 1.626 -0.445
H 1.281 -3.116 -0.920
H 2.609 0.212 0.061
H 0.566 1.807 -0.097
H -0.607 -0.437 1.560
H 1.664 -0.635 1.331
H -2.278 -2.386 3.153
H -2.098 1.869 1.423
H -2.061 -2.232 2.480
H -2.849 0.542 0.610
H 0.902 -3.690 -1.279
*
```

- Kohn-Sham gap: 0.303 Ha
- Molar mass: 88.2 g mol⁻¹
- LUMO: -6.4 eV



Entry 2
Computed, not measured: an isolated ion of composition C5H14N and charge +1, with ωB97M-V/def2-TZVPD.

```
! RIJCOSX wB97M-V def2-TZVPD def2/J DEFGRID3
* xyz 1 1
N 1.471 -1.323 -0.139
C -0.061 0.385 0.756
C -1.409 -0.315 0.930
C -0.216 1.895 0.829
C 0.679 -0.073 -0.512
C -0.149 -0.373 -1.766
H -1.156 -0.612 -1.531
H 0.681 2.511 0.841
H -1.797 -0.132 1.930
H 2.177 -1.117 0.567
H -0.821 2.103 1.715
H -0.835 2.262 0.011
H -2.131 0.056 0.226
H -0.036 0.452 -2.461
H 0.184 -1.283 -2.277
H 1.404 0.664 -0.819
H 0.531 0.074 1.629
H 1.974 -1.684 -0.955
H -1.334 -1.407 0.892
H 0.843 -2.081 0.134
*
```

- Kohn-Sham gap: 0.447 Ha
- Molar mass: 88.2 g mol⁻¹
- LUMO: -3.6 eV
- SMILES: CC(C)[C@H](C)[NH3+]



Entry 3
Computed, not measured: a 2-piece molecular cluster, C5H14N overall, with ωB97M-V/def2-TZVPD.

```
! RIJCOSX wB97M-V def2-TZVPD def2/J DEFGRID3
* xyz 1 1
N 1.101 -1.293 1.267
C 0.756 1.215 -1.169
C -0.693 1.076 -0.698
C -1.279 -0.279 -1.087
C -0.811 1.380 0.803
C 1.108 -2.555 1.138
H -0.679 2.445 0.984
H -1.083 -0.482 -2.137
H 0.765 -0.629 0.561
H 1.061 2.256 -1.070
H -2.345 -0.377 -0.896
H 0.977 -3.000 0.157
H -0.008 0.895 1.365
H -1.755 1.055 1.232
H -1.244 1.847 -1.235
H 1.235 -3.173 2.016
H -0.782 -1.098 -0.548
H 1.505 0.628 -0.626
H 0.851 0.957 -2.223
H 1.321 -0.867 2.165
*
```

- Kohn-Sham gap: 0.346 Ha
- Molar mass: 88.2 g mol⁻¹
- LUMO: -5.7 eV



entry 2 is preferred energetically. Next in line: 0.0456 hartree higher.